Below is a 3-piece molecular cluster, C3H14N2O2 overall at a distorted geometry, with properties calculated with ωB97M-V/def2-TZVPD.

Spin multiplicity: 1
Molar mass (u): 110.157
Structure (SMILES): NCCCN.O.O
Relative energy (zero: lowest compared OMol25 entry of this formula, charge and spin) (kcal per mole): 20.4

Last column: Löwdin charge in e.
Positions of all 21 atoms, in Å:
N  0.236  -1.079  2.778  -0.02
C  -0.263  -0.995  1.370  -0.29
C  -0.593  0.399  0.860  -0.22
C  -1.474  0.360  -0.411  -0.28
N  -1.316  1.593  -1.174  -0.01
H  0.408  -0.129  3.114  0.05
H  1.179  -1.446  2.694  0.05
H  0.472  -1.441  0.701  0.09
H  -1.152  -1.630  1.303  0.10
H  0.307  0.934  0.559  0.08
H  -1.039  1.002  1.660  0.11
H  -1.168  -0.509  -0.987  0.08
H  -2.523  0.244  -0.129  0.11
H  -1.933  2.343  -0.926  0.06
H  -1.057  1.529  -2.141  0.06
O  2.362  0.658  -1.154  -0.06
H  2.615  1.317  -0.491  0.06
H  2.000  1.233  -1.845  0.06
O  0.593  -1.447  -1.936  -0.07
H  1.150  -2.196  -2.183  0.05
H  1.196  -0.739  -1.663  -0.01